C23H34N4O5S2 | ωB97M-V/def2-TZVPD

Each line ends with the Löwdin charge.
Geometry (Å):
C -2.191 -0.962 -4.713  -0.04
C -1.783 0.098 -3.679  -0.35
C -0.734 1.063 -4.250  -0.15
C 0.620 0.384 -4.430  -0.19
C 1.062 -0.224 -3.104  -0.17
C -0.022 -1.138 -2.540  -0.17
N -1.283 -0.418 -2.404  -0.17
C -2.260 -1.157 -1.607  -0.17
C -3.295 -0.243 -0.941  -0.15
C -2.675 0.600 0.166  -0.17
N -1.579 1.378 -0.375  0.08
C -0.870 2.210 0.396  -0.50
O -1.140 2.485 1.550  0.08
C 0.355 2.822 -0.308  -0.03
N 1.390 3.101 0.668  0.01
C 1.542 4.410 1.045  -0.49
O 1.056 5.323 0.419  0.09
C 2.343 4.637 2.305  -0.34
S 3.935 3.778 2.210  0.99
C 3.259 2.175 1.955  -0.45
C 3.948 1.072 2.447  -0.08
C 3.433 -0.202 2.309  -0.05
C 2.223 -0.349 1.659  -0.26
S 1.439 -1.948 1.575  0.69
O 0.342 -1.869 0.640  -0.30
O 2.417 -2.972 1.364  -0.27
N 0.904 -2.067 3.159  -0.23
C 0.925 -3.392 3.748  -0.16
C -0.330 -4.174 3.354  -0.18
O -1.499 -3.466 3.706  -0.12
C -1.547 -2.210 3.064  -0.19
C -0.330 -1.356 3.434  -0.15
C 1.547 0.728 1.129  0.01
C 2.043 2.025 1.266  -0.18
H -1.362 -1.612 -4.975  0.07
H -3.004 -1.576 -4.335  0.07
H -2.537 -0.465 -5.616  0.08
H -2.680 0.688 -3.452  0.13
H -1.089 1.458 -5.203  0.11
H -0.622 1.903 -3.560  0.11
H 0.547 -0.398 -5.188  0.11
H 1.356 1.111 -4.776  0.11
H 1.982 -0.797 -3.230  0.12
H 1.267 0.576 -2.388  0.09
H 0.276 -1.484 -1.548  0.09
H -0.125 -2.025 -3.183  0.13
H -2.779 -1.923 -2.200  0.12
H -1.703 -1.671 -0.819  0.11
H -4.081 -0.863 -0.509  0.12
H -3.757 0.412 -1.681  0.10
H -2.301 -0.053 0.966  0.11
H -3.410 1.279 0.609  0.13
H -1.216 0.983 -1.252  0.10
H 0.739 2.166 -1.091  0.11
H 0.069 3.785 -0.742  0.14
H 2.540 5.700 2.425  0.09
H 1.795 4.257 3.170  0.10
H 4.889 1.239 2.948  0.11
H 3.943 -1.070 2.692  0.12
H 1.821 -3.894 3.384  0.11
H 0.974 -3.276 4.835  0.13
H -0.381 -5.127 3.883  0.13
H -0.310 -4.354 2.268  0.13
H -2.470 -1.733 3.395  0.13
H -1.567 -2.348 1.974  0.11
H -0.325 -0.425 2.866  0.11
H -0.348 -1.124 4.504  0.14
H 0.627 0.518 0.615  0.10

Computed properties:
SMILES   C[C@@H]1CCCCN1CCCNC(=O)CN1C(=O)CSc2ccc(S(=O)(=O)N3CCOCC3)cc21
HOMO energy   -8.5 eV
E   -62272.1999 eV

***

C23H34N5O5P | ωB97M-V/def2-TZVPD

Each line ends with the Löwdin charge.
Geometry (Å):
H -9.253 2.691 -0.183  0.03
N -10.176 2.318 0.138  0.04
C -10.003 1.324 1.100  -0.17
C -8.484 0.901 1.554  -0.16
C -7.698 -0.083 0.502  -0.08
C -7.892 -1.580 0.662  0.05
C -7.047 -2.530 -0.421  -0.22
O -7.591 -3.623 -0.976  -0.06
C -5.502 -1.987 -0.756  -0.21
P -4.008 -3.196 -0.919  0.88
N -4.492 -4.896 -0.686  -0.21
O -3.030 -2.826 0.517  -0.38
C -5.313 -0.490 -0.922  -0.05
C -3.877 0.224 -1.286  -0.15
O -3.669 1.545 -0.674  -0.08
C -3.349 1.457 0.759  -0.27
C -2.315 0.403 1.471  -0.02
O -3.934 2.373 1.579  -0.04
C -6.686 0.442 -0.714  -0.11
O -6.966 1.519 -1.491  -0.02
H -10.899 0.735 1.603  0.12
H -8.599 0.310 2.585  0.12
H -7.809 1.845 1.820  0.14
H -8.609 -2.024 1.492  0.13
H -4.387 -5.117 0.329  0.04
H -5.446 -5.109 -1.052  0.03
H -3.643 -2.868 1.320  0.07
H -3.893 0.405 -2.466  0.16
H -2.954 -0.511 -1.112  0.11
H -2.874 -0.089 2.388  0.11
H -1.833 -0.387 0.754  0.06
H -1.402 1.004 1.951  0.11
C 2.188 -0.855 -1.794  -0.11
C 1.442 0.273 -1.093  -0.26
C 1.856 0.452 0.368  -0.21
C 1.488 -0.705 1.197  -0.24
N 1.203 -1.619 1.853  0.14
H 1.964 -1.826 -1.342  0.08
H 1.894 -0.902 -2.847  0.07
H 3.271 -0.696 -1.751  0.07
H 0.363 0.089 -1.161  0.10
H 1.642 1.208 -1.629  0.11
H 1.364 1.346 0.767  0.11
H 2.936 0.628 0.432  0.06
C 5.884 -0.264 2.533  -0.10
C 6.773 0.943 2.265  -0.27
C 6.029 2.274 2.370  -0.18
C 5.006 2.425 1.326  -0.20
N 4.195 2.543 0.504  0.15
H 5.091 -0.353 1.783  0.06
H 6.478 -1.183 2.499  0.08
H 5.418 -0.198 3.521  0.08
H 7.230 0.842 1.274  0.05
H 7.590 0.942 2.996  0.12
H 6.752 3.091 2.279  0.12
H 5.567 2.368 3.360  0.12
C 7.243 -0.311 -3.456  -0.11
C 6.789 0.859 -2.593  -0.27
C 7.925 1.493 -1.793  -0.19
C 8.474 0.578 -0.782  -0.22
N 8.911 -0.145 0.014  0.16
H 7.620 -1.137 -2.846  0.07
H 6.403 -0.690 -4.047  0.07
H 8.034 -0.005 -4.149  0.08
H 5.992 0.522 -1.919  0.10
H 6.353 1.624 -3.247  0.11
H 7.546 2.390 -1.290  0.12
H 8.723 1.822 -2.469  0.12

Computed properties:
SMILES   [H]/N=C\CC1=CC(=O)C(P(N)O)=C(COC(C)=O)C1=O.CCCC#N.CCCC#N.CCCC#N
HOMO energy   -9.1 eV
E   -51368.1554 eV

***

C23H34N5O5S | ωB97M-V/def2-TZVPD

Each line ends with the Löwdin charge.
Geometry (Å):
C -0.433 -1.544 4.094  0.03
C 0.238 -1.696 2.769  -0.39
O 1.173 -1.024 2.428  0.16
N -0.358 -2.740 1.905  0.07
C 0.510 -3.877 1.716  -0.42
C 0.072 -4.920 0.727  0.04
O 1.533 -3.976 2.361  0.13
C -0.923 -2.210 0.715  -0.11
C -2.287 -2.045 0.702  0.03
N -2.938 -1.602 -0.348  0.15
N -2.192 -1.312 -1.360  -0.14
S -3.076 -0.699 -2.810  0.69
C -2.864 1.056 -2.692  -0.09
O -4.436 -1.048 -2.706  -0.22
O -2.373 -1.206 -3.931  -0.24
C -0.887 -1.413 -1.477  0.05
C -0.168 -1.889 -0.390  -0.19
O 1.118 -2.110 -0.362  0.04
C 1.943 -1.736 -1.499  -0.07
C 2.432 -0.281 -1.524  -0.30
C 2.715 0.245 -0.122  -0.04
C 1.591 0.674 -2.401  -0.38
C 0.600 1.527 -1.599  -0.07
C 2.567 1.680 -3.050  -0.05
H -0.044 -2.289 4.779  0.10
H -1.489 -1.774 3.989  0.09
H -0.350 -0.536 4.471  0.09
H 0.468 -5.870 1.051  0.10
H 0.489 -4.679 -0.246  0.09
H -1.009 -4.964 0.645  0.09
H -2.842 -2.313 1.578  0.15
H -2.439 1.286 -1.720  0.07
H -3.804 1.584 -2.760  0.09
H -2.135 1.382 -3.420  0.06
H -0.415 -1.161 -2.402  0.13
H 1.508 -2.045 -2.445  0.13
H 2.830 -2.339 -1.385  0.14
H 3.400 -0.351 -2.009  0.14
H 3.345 -0.471 0.386  0.10
H 3.310 1.146 -0.226  0.09
H 1.829 0.465 0.447  0.06
H 1.110 0.175 -3.243  0.12
H 0.048 0.963 -0.849  0.06
H 1.195 2.239 -1.040  0.09
H -0.041 2.112 -2.246  0.07
H 3.174 2.185 -2.314  0.09
H 1.976 2.383 -3.629  0.07
H 3.169 1.145 -3.777  0.09
N -0.609 3.504 -5.508  -0.01
C -0.426 4.758 -4.987  -0.15
C -1.515 5.514 -5.323  -0.10
C -2.393 4.685 -6.075  -0.10
C -1.809 3.452 -6.170  -0.15
H 0.037 2.742 -5.422  0.13
H 0.460 5.003 -4.427  0.10
H -1.668 6.548 -5.063  0.10
H -3.343 4.965 -6.498  0.09
H -2.137 2.546 -6.651  0.11
N 1.113 -0.007 7.090  -0.01
C 0.481 -1.060 7.701  -0.15
C 0.074 -0.644 8.939  -0.11
C 0.471 0.713 9.081  -0.10
C 1.108 1.077 7.926  -0.14
H 1.521 -0.028 6.175  0.13
H 0.378 -2.010 7.205  0.09
H -0.449 -1.244 9.664  0.09
H 0.309 1.348 9.936  0.09
H 1.558 2.008 7.629  0.11

Computed properties:
HOMO energy   -10.0 eV
Total charge   +1
E   -52916.2032 eV

***

C23H35AsINO4PdS | ωB97M-V/def2-TZVPD

Each line ends with the Löwdin charge.
Geometry (Å):
Pd 1.149 -0.684 0.282  0.48
C 2.025 -1.621 3.231  -0.12
O 0.917 -1.385 2.396  -0.34
C -0.237 -2.173 2.662  -0.18
C -0.375 -3.309 1.661  -0.24
O -1.373 -2.964 0.710  -0.21
C -1.243 -3.746 -0.456  -0.14
H 1.737 -1.493 4.282  0.08
H 2.779 -0.881 2.973  0.07
H 2.440 -2.620 3.063  0.07
H -1.101 -1.509 2.584  0.13
H -0.177 -2.552 3.689  0.11
H -0.665 -4.253 2.155  0.12
H 0.591 -3.442 1.155  0.04
H -1.388 -4.817 -0.236  0.08
H -0.254 -3.596 -0.908  0.03
H -2.020 -3.430 -1.155  0.07
I 1.359 2.147 -1.609  0.50
C 1.155 -0.054 -1.570  -0.83
H 1.968 -0.370 -2.211  -0.11
H 0.188 -0.200 -2.048  -0.09
C -3.177 0.337 -4.919  -0.06
C -3.210 1.434 -3.888  -0.25
C -3.580 2.722 -4.267  -0.09
C -3.579 3.739 -3.329  -0.11
C -3.222 3.485 -2.017  -0.04
C -2.871 2.194 -1.612  -0.19
N -2.487 1.894 -0.315  0.10
C -2.617 2.686 0.819  -0.18
C -3.728 3.508 1.040  -0.05
C -3.853 4.228 2.217  -0.12
C -2.879 4.139 3.203  -0.12
C -1.787 3.309 2.987  -0.04
C -1.638 2.574 1.819  -0.05
C -0.414 1.652 1.703  -0.64
O 0.561 1.915 2.402  0.00
O -0.566 0.684 0.887  -0.17
C -2.864 1.153 -2.566  -0.15
C -2.466 -0.251 -2.195  -0.03
H -3.432 0.728 -5.905  0.06
H -3.879 -0.466 -4.681  0.07
H -2.188 -0.122 -4.979  0.08
H -3.844 2.922 -5.300  0.09
H -3.835 4.751 -3.621  0.09
H -3.171 4.297 -1.307  0.10
H -1.744 1.201 -0.177  0.07
H -4.510 3.556 0.294  0.10
H -4.728 4.852 2.366  0.09
H -2.967 4.704 4.123  0.08
H -0.994 3.212 3.717  0.11
H -2.345 -0.401 -1.125  0.08
H -1.518 -0.527 -2.662  0.07
H -3.213 -0.970 -2.543  0.08
C 4.941 -0.441 0.716  -0.37
As 5.069 -2.351 1.189  0.94
C 5.849 -2.975 -0.508  -0.39
C 6.855 -2.141 2.085  -0.41
S 2.397 -2.412 -0.535  -0.14
H 5.887 0.061 0.931  0.00
H 4.120 0.024 1.263  -0.01
H 4.687 -0.366 -0.339  0.00
H 6.805 -2.482 -0.693  0.00
H 5.121 -2.743 -1.284  -0.04
H 5.994 -4.056 -0.462  0.00
H 7.617 -1.749 1.407  -0.01
H 7.189 -3.103 2.482  -0.02
H 6.737 -1.449 2.922  -0.01

Computed properties:
HOMO energy   -0.2 eV
Total charge   -2
E   -117353.6469 eV

***

C23H35N3O3 | ωB97M-V/def2-TZVPD

Each line ends with the Löwdin charge.
Geometry (Å):
C 4.100 -0.624 -0.271  -0.05
C 2.616 -0.399 -0.549  -0.52
C 2.122 -1.461 -1.533  -0.03
C 1.836 -0.467 0.773  -0.09
C 0.388 -0.005 0.626  -0.19
C -0.330 0.018 1.966  -0.42
O 0.287 0.238 3.000  0.06
N -1.675 -0.173 1.943  -0.02
C -2.452 -0.444 0.734  -0.14
C -2.528 -1.925 0.347  -0.16
C -2.492 -2.878 1.542  -0.18
C -3.376 -2.471 2.728  -0.15
C -2.745 -1.532 3.776  -0.54
C -3.763 -1.321 4.898  -0.06
C -1.483 -2.157 4.374  -0.04
C -2.422 -0.148 3.194  -0.10
C 0.381 1.408 0.034  -0.08
N 1.048 1.386 -1.260  -0.01
C 0.262 1.152 -2.350  -0.41
O -0.951 1.038 -2.275  0.08
C 0.934 1.097 -3.680  -0.15
N 0.705 0.037 -4.550  0.17
C 1.367 0.351 -5.603  -0.17
O 2.017 1.531 -5.532  0.09
C 1.728 2.011 -4.281  -0.19
C 2.290 3.307 -3.891  -0.22
C 1.697 4.571 -4.466  -0.09
C 1.471 4.226 -3.026  -0.10
C 2.450 1.000 -1.169  -0.09
H 4.490 0.127 0.420  0.09
H 4.261 -1.606 0.177  0.09
H 4.684 -0.576 -1.194  0.09
H 1.075 -1.327 -1.813  0.08
H 2.708 -1.436 -2.455  0.09
H 2.223 -2.456 -1.095  0.09
H 1.871 -1.487 1.165  0.13
H 2.318 0.166 1.523  0.13
H -0.141 -0.657 -0.070  0.12
H -3.457 -0.076 0.941  0.12
H -2.081 0.146 -0.105  0.10
H -3.453 -2.070 -0.218  0.11
H -1.715 -2.182 -0.336  0.10
H -2.794 -3.868 1.193  0.11
H -1.461 -2.990 1.882  0.10
H -4.303 -2.018 2.355  0.12
H -3.681 -3.375 3.263  0.12
H -3.379 -0.628 5.649  0.09
H -4.700 -0.915 4.509  0.08
H -3.987 -2.266 5.397  0.09
H -1.115 -1.544 5.199  0.09
H -1.700 -3.158 4.756  0.09
H -0.670 -2.230 3.654  0.07
H -1.844 0.423 3.919  0.13
H -3.358 0.385 3.004  0.13
H -0.627 1.792 -0.100  0.13
H 0.934 2.079 0.697  0.14
H 1.468 -0.208 -6.518  0.13
H 3.363 3.314 -3.731  0.15
H 2.381 5.372 -4.706  0.10
H 0.864 4.456 -5.145  0.11
H 0.484 3.892 -2.740  0.11
H 1.998 4.792 -2.271  0.11
H 2.960 1.743 -0.547  0.14
H 2.904 1.022 -2.158  0.12

Computed properties:
SMILES   CC1(C)C[C@@H](C(=O)N2CCCCC(C)(C)C2)CN(C(=O)c2ncoc2C2CC2)C1
HOMO energy   -8.9 eV
E   -35032.8303 eV

***

C23H35N4O18S | ωB97M-V/def2-TZVPD

Each line ends with the Löwdin charge.
Geometry (Å):
C 0.526 0.424 -0.009  -0.16
C 0.386 -0.979 -0.618  -0.53
S -0.409 -1.086 -2.254  0.86
C 0.750 -0.517 -3.571  -0.40
N 0.178 0.705 -4.172  0.05
C 0.600 1.898 -3.845  -0.34
N 1.601 2.142 -2.984  0.17
C 1.759 3.443 -2.874  -0.06
N 0.862 4.016 -3.652  0.07
N 0.144 3.096 -4.285  0.16
H 0.908 0.273 1.013  0.06
H -0.425 0.956 0.109  0.07
H 1.264 1.063 -0.509  0.05
H 1.361 -1.479 -0.579  0.08
H -0.264 -1.549 0.060  0.08
H 0.740 -1.308 -4.327  0.07
H 1.763 -0.353 -3.207  0.10
H -0.584 0.576 -4.822  0.16
H 2.484 3.917 -2.230  0.15
H 0.793 5.023 -3.711  0.19
H -0.622 3.251 -4.925  0.20
C 1.422 2.496 4.218  -0.12
C 2.925 2.465 4.337  -0.11
O 3.209 1.060 4.318  0.08
C 2.181 0.439 3.698  -0.58
O 2.181 -0.708 3.373  0.15
O 1.141 1.288 3.490  0.04
H 1.063 3.367 3.683  0.11
H 0.925 2.447 5.186  0.13
H 3.422 2.934 3.492  0.11
H 3.284 2.922 5.254  0.14
C -1.238 6.754 3.081  -0.12
C -1.354 7.584 4.336  -0.12
O -0.963 6.663 5.354  0.08
C -0.190 5.712 4.780  -0.55
O 0.429 4.896 5.382  0.17
O -0.215 5.815 3.422  0.05
H -0.951 7.342 2.212  0.13
H -2.156 6.208 2.854  0.13
H -0.665 8.432 4.343  0.14
H -2.364 7.948 4.509  0.14
C 1.016 -5.933 -3.964  -0.12
C 0.291 -4.616 -3.976  -0.14
O 0.967 -3.888 -5.006  0.03
C 1.544 -4.801 -5.842  -0.56
O 2.039 -4.527 -6.886  0.16
O 1.471 -6.048 -5.321  0.08
H 0.376 -6.761 -3.696  0.11
H 1.885 -5.928 -3.301  0.14
H -0.761 -4.724 -4.253  0.13
H 0.354 -4.091 -3.026  0.11
C -3.865 -7.266 -3.055  -0.11
C -4.112 -6.404 -1.844  -0.11
O -2.864 -6.471 -1.149  0.06
C -1.907 -6.780 -2.055  -0.55
O -0.737 -6.748 -1.835  0.15
O -2.452 -7.126 -3.247  0.06
H -4.413 -6.930 -3.932  0.14
H -4.095 -8.318 -2.876  0.14
H -4.313 -5.363 -2.106  0.14
H -4.925 -6.774 -1.223  0.14
C 4.611 5.544 0.583  -0.13
C 4.023 6.810 1.158  -0.12
O 3.668 6.415 2.481  0.06
C 4.446 5.350 2.817  -0.55
O 4.522 4.889 3.906  0.17
O 5.129 4.888 1.734  0.07
H 5.400 5.736 -0.141  0.13
H 3.853 4.902 0.122  0.12
H 4.751 7.622 1.214  0.14
H 3.149 7.157 0.610  0.13
C -4.298 -4.055 2.802  -0.12
C -3.645 -5.400 2.598  -0.12
O -4.754 -6.234 2.256  0.06
C -5.731 -5.437 1.754  -0.57
O -6.715 -5.837 1.222  0.16
O -5.433 -4.124 1.936  0.06
H -3.650 -3.226 2.526  0.13
H -4.645 -3.908 3.827  0.13
H -2.934 -5.401 1.768  0.13
H -3.145 -5.767 3.492  0.14

Computed properties:
HOMO energy   -11.7 eV
Total charge   +1
E   -78062.4651 eV